[1]
Density functional theory data (ωB97M-V/def2-TZVPD) for a cluster of 12 separate species, C27H74BN2O13S11 in total.

## Properties
Charge: +1
Lowest unoccupied orbital energy: -0.1594 hartree
Orbital gap: 5.56 eV
Molar mass: 998.4 g/mol
F_max: 5.6 eV/A
Calculated total energy: -178641.7017 eV
HOMO level: -9.90 eV

Geometry (Å):
1 C -0.1207 -0.9984 1.5593
2 O -1.2298 -1.5147 0.7253
3 B -2.1576 -2.1525 1.6926
4 O -1.7722 -3.2871 2.6016
5 N -3.6437 -1.7147 1.8156
6 C -3.7869 -0.2547 2.1143
7 C -5.3592 0.2957 2.2774
8 C -6.4404 -0.9239 2.1004
9 C -5.9652 -2.4459 1.7672
10 N -4.5165 -2.7304 1.6289
11 H -0.6047 -0.2119 2.3159
12 H 0.3770 -1.8448 2.2342
13 H 0.7586 -0.5142 0.9302
14 H -2.1185 -2.9652 3.5075
15 H -2.8580 0.4831 2.2475
16 H -5.6236 1.4225 2.5158
17 H -7.6005 -0.7235 2.2189
18 H -6.7429 -3.3393 1.6464
19 C -6.9723 2.3048 -2.4741
20 S -8.1912 2.0543 -1.1603
21 O -7.6080 2.6062 0.1064
22 C -8.0289 0.2536 -1.0936
23 H -6.8782 3.3773 -2.6601
24 H -6.0033 1.9046 -2.1667
25 H -7.3113 1.8086 -3.3860
26 H -6.9952 -0.0215 -0.8705
27 H -8.3341 -0.1772 -2.0502
28 H -8.6822 -0.1242 -0.3033
29 C -3.1966 -2.6930 -2.5936
30 S -3.7656 -0.9995 -2.3056
31 O -5.1952 -0.9226 -2.7522
32 C -2.7517 -0.2381 -3.5961
33 H -3.7325 -3.3594 -1.9135
34 H -3.4032 -2.9867 -3.6253
35 H -2.1251 -2.7572 -2.3922
36 H -2.9854 -0.6818 -4.5670
37 H -1.6939 -0.3811 -3.3627
38 H -2.9730 0.8316 -3.6248
39 C -6.9684 4.6227 -5.6688
40 S -8.6651 4.5148 -5.0491
41 O -9.0515 3.0658 -5.0442
42 C -9.4420 5.2793 -6.4931
43 H -6.3013 4.1636 -4.9354
44 H -6.8826 4.0904 -6.6190
45 H -6.6937 5.6716 -5.7999
46 H -9.2051 4.7067 -7.3933
47 H -9.0879 6.3076 -6.5980
48 H -10.5243 5.2844 -6.3424
49 C 3.3342 2.2084 1.8335
50 S 3.6721 1.4203 0.2400
51 O 3.0770 0.0444 0.2828
52 C 5.4558 1.2486 0.4892
53 H 2.2580 2.3778 1.9156
54 H 3.6615 1.5591 2.6489
55 H 3.8554 3.1668 1.8845
56 H 5.6536 0.6577 1.3870
57 H 5.9093 2.2382 0.5835
58 H 5.8797 0.7391 -0.3796
59 C -6.3008 5.2686 2.1276
60 S -4.6570 4.5581 1.8672
61 O -4.6819 3.1573 2.4022
62 C -3.8099 5.5908 3.0875
63 H -7.0117 4.7427 1.4860
64 H -6.5988 5.1492 3.1718
65 H -6.2873 6.3274 1.8597
66 H -4.2602 5.4516 4.0734
67 H -3.8764 6.6397 2.7889
68 H -2.7593 5.2924 3.1245
69 C -1.9580 -6.9832 -5.9927
70 S -2.9138 -5.7488 -5.0776
71 O -2.0411 -5.2318 -3.9730
72 C -4.0814 -6.9202 -4.3444
73 H -1.1377 -6.4761 -6.5060
74 H -1.5495 -7.7261 -5.3037
75 H -2.6005 -7.4687 -6.7305
76 H -3.5430 -7.6672 -3.7558
77 H -4.6560 -7.4081 -5.1353
78 H -4.7625 -6.3683 -3.6920
79 C 8.6093 -2.3366 3.5390
80 S 7.7648 -1.2662 2.3491
81 O 6.8931 -0.3267 3.1280
82 C 6.6967 -2.5545 1.6618
83 H 9.3094 -1.7285 4.1168
84 H 7.8817 -2.7915 4.2151
85 H 9.1613 -3.1125 3.0042
86 H 6.0857 -2.9963 2.4528
87 H 7.3102 -3.3240 1.1870
88 H 6.0443 -2.1003 0.9120
89 C 8.6968 -2.7474 -1.9888
90 S 10.3065 -3.1785 -1.2837
91 O 10.2305 -2.9354 0.1943
92 C 11.2103 -1.7930 -2.0163
93 H 7.9570 -3.4671 -1.6303
94 H 8.4068 -1.7426 -1.6727
95 H 8.7505 -2.7973 -3.0785
96 H 10.7668 -0.8462 -1.6984
97 H 11.1834 -1.8733 -3.1056
98 H 12.2481 -1.8380 -1.6770
99 C 8.5591 3.0801 2.4123
100 S 6.9143 3.4298 3.0809
101 O 6.3499 4.5842 2.3076
102 C 7.4901 4.0711 4.6716
103 H 8.4461 2.6991 1.3945
104 H 9.1569 3.9943 2.3921
105 H 9.0502 2.3237 3.0283
106 H 8.1534 4.9250 4.5135
107 H 8.0159 3.2828 5.2155
108 H 6.6208 4.3910 5.2514
109 C -6.6880 4.8610 6.1133
110 S -7.3727 6.4860 5.7069
111 O -6.2641 7.4874 5.8380
112 C -8.4101 6.6277 7.1823
113 H -5.9728 4.5816 5.3361
114 H -6.1766 4.9011 7.0779
115 H -7.4928 4.1234 6.1454
116 H -7.7934 6.5599 8.0820
117 H -9.1601 5.8331 7.1803
118 H -8.9126 7.5978 7.1608
119 C 11.2410 -6.8687 -1.3607
120 S 10.9621 -6.7406 -3.1440
121 O 9.9878 -5.6228 -3.3683
122 C 10.0512 -8.2955 -3.3044
123 H 11.7700 -5.9729 -1.0270
124 H 10.2851 -6.9406 -0.8367
125 H 11.8522 -7.7488 -1.1492
126 H 9.1677 -8.2803 -2.6616
127 H 10.7007 -9.1303 -3.0304
128 H 9.7389 -8.4084 -4.3455



[2]
Density functional theory data (ωB97M-V/def2-TZVPD) for a cluster of 2 separate species, C4H12 in total.

## Properties
Lowest unoccupied orbital energy: 0.0429 hartree
Orbital gap: 12.87 eV
Molar mass: 60.1 g/mol
F_max: 0.9 eV/A
Energy above the lowest of the compared OMol25 structures with the same formula, charge and spin: 17.2 kJ/mol
Calculated total energy: -4342.3500 eV
SMILES: CC.CC
HOMO level: -11.70 eV

Geometry (Å):
1 C -2.6845 1.5767 -0.4979
2 C -1.4518 0.6995 -0.2026
3 H -2.4698 2.6230 -0.3124
4 H -2.9758 1.4606 -1.5426
5 H -3.5292 1.2876 0.1374
6 H -1.7422 -0.2419 0.2665
7 H -0.8657 0.4319 -1.0743
8 H -0.8311 1.1766 0.5547
9 C 1.8055 -1.7761 0.6216
10 C 2.3140 -0.4601 0.0474
11 H 2.3601 -2.0305 1.5253
12 H 0.7560 -1.7698 0.9092
13 H 1.9838 -2.6241 -0.0469
14 H 2.1984 -0.3993 -1.0363
15 H 1.7547 0.3873 0.4283
16 H 3.3777 -0.3414 0.2225



[3]
Density functional theory data (ωB97M-V/def2-TZVPD) for a structure of composition C8H16RhS4.

## Properties
Charge: +3
Lowest unoccupied orbital energy (spin up / spin down): -0.5331 / -0.5331 hartree
Orbital gap (spin up / spin down): 6.71 / 6.71 eV
Molar mass: 343.4 g/mol
F_max: 1.0 eV/A
Energy above the lowest of the compared OMol25 structures with the same formula, charge and spin: 0.0 kJ/mol
Calculated total energy: -54874.5815 eV
HOMO level (spin up / spin down): -21.22 / -21.22 eV

Geometry (Å):
1 Rh -0.0131 0.7683 -1.5108
2 C 1.7293 -1.9439 -1.6556
3 C 1.9965 -1.3751 -0.2783
4 S 1.9289 0.4304 -0.4388
5 C 1.5330 1.0749 1.2061
6 C 1.0929 2.5138 1.0149
7 S -0.1863 2.7648 -0.2582
8 C -1.7404 2.4684 0.6224
9 C -1.9888 1.0185 0.9788
10 S -1.9368 0.0855 -0.5755
11 C -1.5215 -1.6198 -0.1327
12 C -1.0977 -2.3098 -1.4150
13 S 0.1584 -1.4192 -2.3886
14 H 1.7583 -3.0359 -1.6321
15 H 2.4770 -1.6267 -2.3880
16 H 3.0029 -1.6539 0.0530
17 H 1.2956 -1.6747 0.4989
18 H 2.4298 1.0342 1.8337
19 H 0.7885 0.4121 1.6435
20 H 1.9138 3.1551 0.6866
21 H 0.7332 2.9225 1.9619
22 H -2.5025 2.8662 -0.0536
23 H -1.7609 3.0931 1.5187
24 H -2.9877 0.9062 1.4147
25 H -1.2733 0.5731 1.6679
26 H -2.4082 -2.1095 0.2843
27 H -0.7647 -1.5771 0.6484
28 H -1.9295 -2.4282 -2.1129
29 H -0.7268 -3.3131 -1.1938



[4]
Density functional theory data (ωB97M-V/def2-TZVPD) for the ion C4H14N2O with charge +2.

## Properties
Charge: +2
Lowest unoccupied orbital energy: -0.2585 hartree
Orbital gap: 11.25 eV
Molar mass: 106.2 g/mol
F_max: 5.0 eV/A
Energy above the lowest of the compared OMol25 structures with the same formula, charge and spin: 285.6 kJ/mol
Calculated total energy: -9383.6055 eV
SMILES: [NH3+]CC[C@H]([NH3+])CO
HOMO level: -18.28 eV

Geometry (Å):
1 N 2.7048 -0.9529 -0.6345
2 C 1.3071 -0.2514 -0.9671
3 C 0.2093 -0.8796 -0.0748
4 C -0.5696 0.3954 0.4627
5 N -1.3944 0.0882 1.7996
6 C -1.5123 0.8278 -0.6824
7 O -2.2497 1.8024 0.1169
8 H 3.2481 -0.8188 -1.4456
9 H 2.5127 -1.9718 -0.4867
10 H 3.2171 -0.6034 0.1703
11 H 1.5705 0.7720 -0.7520
12 H 0.9719 -0.8350 -1.9677
13 H -0.6976 -1.4448 -0.5317
14 H 0.6102 -1.6620 0.5402
15 H 0.0325 1.2362 0.7599
16 H -0.6760 -0.0495 2.7508
17 H -1.9434 0.9378 2.1011
18 H -1.9343 -0.8239 1.7238
19 H -2.1703 0.0893 -1.1054
20 H -0.8866 1.4046 -1.5173
21 H -2.3500 2.7395 -0.2601



[5]
Density functional theory data (ωB97M-V/def2-TZVPD) for a cluster of 2 separate species, C6H12Cl2N in total.

## Properties
Charge: +1
Lowest unoccupied orbital energy: -0.1716 hartree
Orbital gap: 8.47 eV
Molar mass: 169.1 g/mol
F_max: 0.8 eV/A
Energy above the lowest of the compared OMol25 structures with the same formula, charge and spin: 9.4 kJ/mol
Calculated total energy: -32942.0554 eV
HOMO level: -13.13 eV

Geometry (Å):
1 C 0.2316 -0.2019 0.7598
2 C 0.7159 -0.6301 -0.4031
3 C -2.4078 -0.7943 -0.2338
4 C 0.4136 0.0291 -1.7094
5 C 1.6333 -1.8009 -0.4602
6 C 0.1976 2.1782 1.3244
7 N -0.5845 1.0024 0.8891
8 Cl -3.3805 -0.6853 1.1601
9 Cl -2.7812 -2.1031 -1.1923
10 H 0.4713 -0.6735 1.6980
11 H 0.5896 -0.6685 -2.5237
12 H 1.0717 0.8818 -1.8666
13 H -0.6199 0.3636 -1.7741
14 H 1.2297 -2.5631 -1.1255
15 H 1.8046 -2.2378 0.5195
16 H 2.5898 -1.4857 -0.8766
17 H 0.9800 2.3820 0.5969
18 H -0.4438 3.0510 1.4163
19 H 0.6631 1.9743 2.2864
20 H -1.0195 1.1647 -0.0301
21 H -1.3547 0.8170 1.5448



[6]
Density functional theory data (ωB97M-V/def2-TZVPD) for an isolated molecule of H3N3O.

## Properties
Lowest unoccupied orbital energy (spin up / spin down): 0.0113 / 0.0113 hartree
Orbital gap (spin up / spin down): 9.93 / 9.93 eV
Molar mass: 61.0 g/mol
F_max: 8.2 eV/A
Energy above the lowest of the compared OMol25 structures with the same formula, charge and spin: 280.3 kJ/mol
Calculated total energy: -6562.4847 eV
SMILES: [H]/N=[N+](/N)[O-]
HOMO level (spin up / spin down): -9.62 / -9.62 eV

Geometry (Å):
1 H 0.6185 2.0177 0.4749
2 N -0.1348 1.3532 0.3892
3 N 0.2516 0.1140 -0.1394
4 N -0.6790 -0.8679 -0.1469
5 O 1.4153 -0.0557 -0.5566
6 H -1.2457 -0.9856 0.6492
7 H -0.2259 -1.5757 -0.6704



[7]
Density functional theory data (ωB97M-V/def2-TZVPD) for a cluster of 2 separate species, C15H11Cl6NO3 in total.

## Properties
Lowest unoccupied orbital energy: -0.0944 hartree
Orbital gap: 3.20 eV
Molar mass: 466.0 g/mol
F_max: 2.0 eV/A
Energy above the lowest of the compared OMol25 structures with the same formula, charge and spin: 22.1 kJ/mol
Calculated total energy: -98498.0035 eV
HOMO level: -5.77 eV

Geometry (Å):
1 Cl -0.7039 -0.3765 1.1249
2 C -0.1505 3.2896 -0.5704
3 Cl 0.7846 2.3230 -1.6465
4 C -1.6167 3.2022 -0.7738
5 O -2.1337 2.3681 -1.5221
6 C -2.4296 4.1148 0.0944
7 Cl -4.1121 4.1652 -0.1935
8 C -1.8673 4.6745 1.2337
9 Cl -2.8302 5.6664 2.2716
10 C -0.5077 4.3761 1.5838
11 Cl 0.0839 4.8346 3.1202
12 C 0.3014 3.6100 0.7053
13 Cl 1.7892 2.9645 1.2675
14 C 4.6509 -0.2259 0.8306
15 C 3.5678 -0.3958 -0.2042
16 O 2.4317 -0.9905 0.5077
17 C 1.4143 -1.3595 -0.2883
18 C 0.1763 -1.7789 0.5171
19 N -0.7640 -2.6377 -0.2340
20 C -1.0296 -2.4362 -1.5521
21 C -2.1396 -3.0194 -2.1497
22 C -3.0374 -3.7381 -1.3709
23 C -2.7733 -3.8956 -0.0024
24 C -1.6289 -3.3541 0.5376
25 O 1.4846 -1.3479 -1.5069
26 H 5.4680 0.4095 0.4792
27 H 4.2516 0.2306 1.7408
28 H 5.1041 -1.1878 1.0929
29 H 3.2246 0.5718 -0.5927
30 H 3.8761 -1.0491 -1.0279
31 H 0.5244 -2.3237 1.4084
32 H -0.3320 -1.8331 -2.1084
33 H -2.2836 -2.8584 -3.2169
34 H -3.9446 -4.1596 -1.8108
35 H -3.4517 -4.4271 0.6597
36 H -1.3971 -3.4060 1.5962



[8]
Density functional theory data (ωB97M-V/def2-TZVPD) for a structure of composition C8H7N.

## Properties
Lowest unoccupied orbital energy (spin up / spin down): -0.0024 / -0.0024 hartree
Orbital gap (spin up / spin down): 8.08 / 8.08 eV
Molar mass: 117.2 g/mol
F_max: 3.2 eV/A
Energy above the lowest of the compared OMol25 structures with the same formula, charge and spin: 300.0 kJ/mol
Calculated total energy: -9895.6969 eV
HOMO level (spin up / spin down): -8.14 / -8.14 eV

Geometry (Å):
1 C 1.5906 0.1563 -1.3356
2 C 1.2443 -1.1850 -1.4059
3 C 1.1178 0.9976 -0.3170
4 C 0.3947 -1.7942 -0.4785
5 C 0.2833 0.3981 0.5802
6 C -0.0797 -0.9575 0.5031
7 C -2.0587 0.6434 1.2872
8 C -0.6626 0.5201 1.7514
9 N -0.9022 -0.9611 1.6508
10 H 2.2256 0.5743 -2.1026
11 H 1.6420 -1.7874 -2.2099
12 H 1.4220 2.0316 -0.2607
13 H 0.1537 -2.8428 -0.5378
14 H -2.8606 0.6696 1.9985
15 H -2.2787 0.5709 0.2395
16 H -0.3925 0.9556 2.7050